The following is a DFT calculation (wB97M-V/def2-TZVPD) of a 2-piece molecular cluster, CH2F2O2P overall.

Calculated values
ΔE to the lowest compared entry with this formula, charge and spin	264.3	kJ/mol
spin multiplicity	1
largest force on an atom	2.580	eV/A
E	-730.94124	Ha
HOMO energy	-5.09	eV
net charge	-1
Kohn-Sham gap	8.0	eV

Bonds (Å) are listed after each position.
Atoms and positions in Å:
1 C -0.18 0.50 0.30  F4 1.367, P6 1.848, H7 1.096, H8 1.195
2 O -1.07 -1.26 -1.80  P6 1.469
3 O 1.37 -0.49 -1.80  P6 1.471
4 F -1.48 0.85 0.52  C1 1.367
5 F 0.74 -0.57 2.63  no bonds
6 P -0.01 -0.35 -1.34  C1 1.848, O2 1.469, O3 1.471
7 H 0.41 1.42 0.23  C1 1.096
8 H 0.21 -0.09 1.26  C1 1.195